No. 1
{"formula": "C30H27N4O4RuS2", "method": "ωB97M-V with the def2-TZVPD basis set", "homo_lumo_gap_ha": [0.2702, 0.2706], "lumo_energy_ev": [-6.77, -6.79], "e_above_lowest_kcal_mol": 63.5, "mol_weight_g_mol": 672.77, "multiplicity": 2, "total_charge": 2, "homo_energy_ev": [-14.119, -14.155], "max_force_ev_per_a": 1.6, "e_tot_ha": -2570.07942, "elements": ["Ru", "C", "C", "C", "C", "C", "C", "C", "S", "O", "O", "O", "H", "H", "H", "H", "H", "H", "H", "N", "S", "C", "C", "C", "C", "C", "C", "C", "C", "C", "C", "C", "C", "H", "H", "H", "H", "H", "H", "H", "H", "H", "H", "H", "O", "C", "N", "C", "C", "C", "C", "C", "C", "C", "H", "H", "H", "H", "H", "N", "C", "C", "N", "C", "H", "H", "H", "H"], "positions_angstrom": [[0.220, 0.571, 0.955], [-4.392, -4.698, 2.959], [-3.551, -3.461, 3.076], [-3.236, -2.697, 1.950], [-2.458, -1.560, 2.054], [-1.982, -1.168, 3.301], [-2.302, -1.897, 4.438], [-3.083, -3.035, 4.316], [-0.889, 0.185, 3.477], [-1.268, 1.194, 2.429], [-0.871, 0.618, 4.823], [0.461, -0.239, 2.920], [-4.360, -5.109, 1.952], [-5.434, -4.472, 3.195], [-4.060, -5.464, 3.659], [-3.623, -3.000, 0.983], [-2.267, -0.963, 1.167], [-1.944, -1.573, 5.406], [-3.334, -3.602, 5.203], [0.558, 0.493, -1.018], [-0.117, -0.639, -1.977], [0.753, -0.468, -3.518], [2.058, 0.003, -3.519], [2.735, 0.075, -4.729], [2.118, -0.336, -5.901], [0.817, -0.826, -5.876], [0.122, -0.899, -4.680], [-1.763, -0.121, -2.377], [-2.004, 1.044, -3.102], [-3.314, 1.440, -3.302], [-4.362, 0.682, -2.782], [-4.109, -0.477, -2.063], [-2.797, -0.885, -1.854], [0.672, 1.398, -1.464], [2.538, 0.306, -2.599], [3.750, 0.446, -4.752], [2.651, -0.278, -6.839], [0.342, -1.153, -6.790], [-0.891, -1.279, -4.662], [-1.186, 1.623, -3.513], [-3.525, 2.334, -3.874], [-5.384, 0.997, -2.948], [-4.928, -1.067, -1.675], [-2.582, -1.794, -1.302], [1.382, -2.446, 0.957], [0.733, -1.542, 0.849], [2.144, 1.091, 1.124], [3.285, 1.011, 1.228], [4.702, 0.921, 1.352], [5.481, 0.761, 0.203], [6.855, 0.702, 0.335], [7.436, 0.804, 1.594], [6.654, 0.957, 2.732], [5.277, 1.018, 2.621], [5.013, 0.684, -0.769], [7.477, 0.579, -0.541], [8.513, 0.766, 1.689], [7.118, 1.032, 3.706], [4.653, 1.137, 3.497], [-2.080, 3.848, 0.943], [-0.918, 4.403, 1.438], [0.066, 3.548, 1.088], [-0.475, 2.480, 0.366], [-1.788, 2.706, 0.337], [-3.006, 4.236, 1.037], [-0.907, 5.330, 1.984], [1.125, 3.634, 1.249], [-2.517, 2.089, -0.165]], "forces_ev_per_a": [[-1.05, -0.28, -1.05], [-0.02, 0.04, 0.00], [0.00, -0.02, -0.02], [-0.02, -0.03, 0.01], [-0.04, 0.09, -0.02], [0.02, -0.19, 0.08], [0.02, -0.01, 0.03], [0.00, 0.02, 0.02], [0.24, -0.17, -0.08], [-0.49, -0.54, -0.13], [0.04, 0.14, -0.02], [0.03, 0.27, 0.55], [0.00, 0.00, 0.00], [0.00, 0.01, 0.00], [0.00, 0.00, 0.00], [0.02, 0.00, 0.00], [0.03, 0.02, 0.01], [0.01, -0.01, 0.00], [0.02, 0.00, 0.00], [0.17, -0.15, -0.14], [-0.12, 0.08, 0.11], [-0.02, 0.02, -0.07], [-0.02, 0.01, -0.01], [0.01, -0.02, 0.01], [-0.01, 0.01, -0.01], [0.01, -0.03, -0.01], [0.02, -0.01, 0.01], [-0.03, 0.06, -0.04], [-0.01, 0.00, 0.03], [-0.02, 0.01, 0.01], [0.01, 0.02, 0.00], [0.01, 0.00, 0.01], [-0.01, -0.01, 0.00], [0.00, -0.04, -0.08], [0.00, 0.00, 0.00], [-0.01, 0.01, 0.00], [0.00, 0.00, 0.01], [0.00, 0.00, 0.00], [0.00, 0.01, 0.00], [0.00, -0.02, -0.01], [0.00, 0.00, 0.01], [0.00, -0.01, -0.02], [0.00, 0.00, 0.00], [0.01, -0.01, -0.03], [-0.32, -0.28, -0.22], [0.57, 0.61, 0.57], [0.35, -0.25, -0.28], [0.05, 0.06, 0.01], [-0.12, 0.13, 0.07], [0.03, -0.01, 0.00], [-0.01, -0.01, 0.01], [0.02, 0.00, 0.00], [-0.01, -0.01, 0.00], [0.04, -0.01, 0.01], [0.00, 0.02, 0.01], [0.00, 0.00, 0.00], [-0.01, -0.01, 0.00], [0.00, 0.00, 0.00], [0.00, 0.01, -0.01], [-0.02, 0.08, 0.01], [-0.04, -0.02, -0.02], [0.11, 0.02, -0.37], [0.50, 0.68, 1.40], [0.06, -0.15, -0.54], [0.01, 0.02, -0.05], [0.01, 0.01, -0.03], [-0.01, -0.07, 0.12], [-0.02, -0.10, 0.16]], "nbo_charge": [0.948, -0.645, 0.060, -0.238, -0.134, -0.421, -0.136, -0.200, 2.403, -0.944, -0.856, -0.904, 0.225, 0.245, 0.239, 0.217, 0.186, 0.256, 0.238, -0.977, 1.094, -0.180, -0.243, -0.175, -0.163, -0.178, -0.232, -0.211, -0.233, -0.185, -0.163, -0.201, -0.222, 0.406, 0.232, 0.236, 0.244, 0.244, 0.238, 0.239, 0.243, 0.245, 0.244, 0.232, -0.367, 0.634, -0.396, 0.517, -0.171, -0.161, -0.200, -0.132, -0.196, -0.152, 0.223, 0.241, 0.242, 0.245, 0.240, -0.466, -0.052, -0.064, -0.493, 0.251, 0.451, 0.258, 0.242, 0.231]}



No. 2
{"formula": "C30H28AuN5OS2", "method": "ωB97M-V with the def2-TZVPD basis set", "homo_lumo_gap_ha": [0.2004, 0.2014], "lumo_energy_ev": [-8.41, -8.38], "mol_weight_g_mol": 735.69, "total_charge": 2, "homo_energy_ev": [-13.863, -13.862], "max_force_ev_per_a": 3.2, "e_tot_ha": -2440.55121, "elements": ["Au", "O", "C", "N", "C", "C", "C", "C", "C", "C", "N", "C", "C", "C", "C", "C", "N", "H", "H", "H", "H", "H", "H", "H", "H", "H", "H", "S", "C", "N", "C", "C", "N", "C", "C", "C", "C", "C", "C", "C", "C", "S", "C", "C", "C", "C", "C", "C", "C", "H", "H", "H", "H", "H", "H", "H", "H", "H", "H", "H", "H", "H", "H", "H", "H", "H", "H"], "positions_angstrom": [[2.630, -0.026, 0.107], [6.590, -0.018, -1.136], [5.380, -0.008, -1.066], [4.694, -0.004, 0.099], [5.418, 0.013, 1.329], [4.502, 0.003, 2.508], [5.001, 0.024, 3.809], [4.122, 0.027, 4.876], [2.757, -0.012, 4.623], [2.335, -0.043, 3.309], [3.187, -0.026, 2.290], [4.494, -0.001, -2.272], [5.059, 0.027, -3.541], [4.220, 0.007, -4.644], [2.847, -0.030, -4.441], [2.365, -0.043, -3.142], [3.174, -0.032, -2.094], [6.077, 0.896, 1.366], [6.104, -0.850, 1.371], [6.066, 0.038, 3.967], [4.491, 0.058, 5.888], [2.038, -0.017, 5.425], [1.287, -0.086, 3.053], [6.135, 0.059, -3.620], [4.633, 0.018, -5.641], [2.161, -0.049, -5.273], [1.305, -0.063, -2.932], [0.689, -1.617, 0.301], [-0.706, -0.718, -0.033], [-1.813, -1.315, -0.435], [-3.025, -0.546, -0.654], [-3.109, 0.568, 0.373], [-1.881, 1.342, 0.346], [-2.028, 2.783, 0.434], [-2.617, 3.286, -0.861], [-3.886, 3.852, -0.890], [-4.433, 4.258, -2.096], [-3.722, 4.094, -3.274], [-2.453, 3.532, -3.248], [-1.898, 3.137, -2.045], [-0.719, 0.745, 0.140], [0.715, 1.642, 0.075], [-1.944, -2.755, -0.563], [-2.678, -3.283, 0.649], [-3.941, -3.848, 0.529], [-4.619, -4.267, 1.661], [-4.046, -4.113, 2.915], [-2.785, -3.550, 3.037], [-2.098, -3.148, 1.909], [-3.881, -1.215, -0.548], [-3.023, -0.130, -1.669], [-3.265, 0.149, 1.374], [-3.942, 1.231, 0.135], [-1.047, 3.231, 0.612], [-2.689, 3.009, 1.275], [-4.436, 3.989, 0.028], [-5.412, 4.709, -2.113], [-4.148, 4.413, -4.212], [-1.890, 3.423, -4.162], [-0.897, 2.732, -2.017], [-0.950, -3.201, -0.637], [-2.507, -2.959, -1.477], [-4.387, -3.977, -0.446], [-5.594, -4.716, 1.565], [-4.575, -4.442, 3.795], [-2.330, -3.442, 4.010], [-1.100, -2.744, 1.997]], "forces_ev_per_a": [[3.18, -0.16, 0.19], [-0.37, 0.03, 0.16], [0.10, 0.02, -0.21], [-1.54, 0.04, -0.47], [0.82, 0.02, 0.72], [0.92, 0.00, 0.00], [-0.38, 0.00, -0.14], [0.02, -0.01, -0.25], [0.11, 0.00, -0.34], [-0.82, 0.01, 0.53], [-0.59, -0.01, -1.92], [0.63, -0.02, -0.50], [-0.33, -0.03, 0.32], [-0.04, 0.00, 0.16], [0.18, 0.01, 0.21], [-0.77, -0.02, -0.33], [-0.31, -0.03, 1.74], [-0.19, -0.12, 0.07], [-0.20, 0.12, 0.07], [0.17, 0.02, -0.03], [0.06, -0.02, 0.13], [-0.14, -0.01, 0.03], [-0.06, 0.02, -0.02], [0.07, -0.02, 0.05], [0.00, 0.01, -0.09], [-0.10, 0.00, 0.01], [-0.02, 0.00, 0.00], [-0.16, -0.22, -0.06], [-0.14, -1.65, -0.26], [0.85, 0.86, 0.27], [-0.56, 0.63, 0.00], [-0.52, -0.61, -0.07], [0.85, -0.89, -0.10], [0.02, 0.89, -0.04], [-0.12, 0.06, 0.01], [0.24, -0.10, 0.00], [-0.02, 0.07, -0.15], [-0.06, 0.00, 0.03], [0.01, 0.04, 0.00], [-0.10, 0.01, 0.11], [0.02, 1.74, 0.18], [-0.35, 0.25, -0.09], [0.00, -0.89, 0.06], [-0.07, -0.03, -0.04], [0.19, 0.08, 0.01], [-0.03, -0.06, 0.16], [-0.07, -0.01, -0.07], [0.01, -0.05, 0.02], [-0.05, 0.01, -0.12], [0.11, 0.07, 0.02], [0.03, -0.09, 0.07], [0.04, 0.10, -0.05], [0.12, -0.06, 0.00], [-0.26, -0.13, 0.11], [0.07, -0.06, -0.04], [-0.10, 0.01, 0.13], [-0.12, 0.04, -0.02], [-0.06, 0.03, -0.08], [0.04, 0.00, -0.11], [0.11, -0.06, -0.03], [-0.19, 0.14, -0.14], [0.07, 0.03, 0.05], [-0.07, 0.00, -0.13], [-0.12, -0.05, 0.00], [-0.08, -0.03, 0.08], [0.03, -0.02, 0.10], [0.06, 0.05, 0.07]], "nbo_charge": [1.299, -0.531, 0.605, -0.581, -0.290, 0.246, -0.216, -0.096, -0.233, 0.066, -0.453, 0.121, -0.174, -0.105, -0.216, 0.057, -0.423, 0.253, 0.256, 0.256, 0.253, 0.255, 0.226, 0.277, 0.255, 0.255, 0.223, -0.159, 0.108, -0.288, -0.244, -0.244, -0.294, -0.271, 0.018, -0.239, -0.185, -0.188, -0.183, -0.259, 0.097, -0.174, -0.270, 0.016, -0.239, -0.185, -0.187, -0.182, -0.259, 0.260, 0.236, 0.236, 0.261, 0.255, 0.236, 0.222, 0.235, 0.235, 0.223, 0.209, 0.254, 0.235, 0.221, 0.235, 0.235, 0.224, 0.209]}



No. 3
{"formula": "C30H28BF4O18", "method": "ωB97M-V with the def2-TZVPD basis set", "homo_lumo_gap_ha": 0.2403, "lumo_energy_ev": -0.44, "e_above_lowest_kcal_mol": 9.9, "mol_weight_g_mol": 763.34, "total_charge": -1, "homo_energy_ev": -6.974, "max_force_ev_per_a": 15.3, "e_tot_ha": -2938.44237, "elements": ["B", "F", "F", "F", "F", "C", "C", "C", "O", "C", "C", "C", "O", "O", "O", "H", "H", "H", "H", "C", "C", "C", "O", "C", "C", "C", "O", "O", "O", "H", "H", "H", "H", "C", "C", "C", "O", "C", "C", "C", "O", "O", "O", "H", "H", "H", "H", "C", "C", "C", "O", "C", "C", "C", "O", "O", "O", "H", "H", "H", "H", "C", "C", "O", "C", "H", "H", "H", "H", "H", "H", "C", "C", "O", "C", "H", "H", "H", "H", "H", "H"], "positions_angstrom": [[-0.144, 0.174, 0.107], [0.707, -0.431, 0.836], [0.056, 1.551, 0.253], [0.114, -0.131, -1.219], [-1.416, -0.117, 0.419], [-5.885, 2.390, 2.702], [-6.188, 2.487, 4.160], [-5.077, 2.884, 5.120], [-5.297, 3.181, 6.266], [-3.744, 2.964, 4.575], [-3.325, 2.593, 3.098], [-4.500, 2.375, 2.284], [-4.275, 2.124, 1.043], [-2.079, 2.442, 2.649], [-7.480, 2.509, 4.610], [-6.721, 2.328, 2.006], [-3.010, 3.180, 5.458], [-2.112, 2.087, 1.603], [-7.340, 2.810, 5.537], [-6.040, -4.622, 1.920], [-5.698, -4.928, 0.530], [-5.189, -3.930, -0.365], [-5.227, -4.113, -1.510], [-4.674, -2.721, 0.329], [-4.812, -2.527, 1.691], [-5.454, -3.438, 2.627], [-5.599, -3.300, 3.855], [-4.046, -1.465, 2.324], [-6.074, -6.120, 0.021], [-6.547, -5.485, 2.583], [-4.046, -1.970, -0.195], [-3.512, -1.219, 1.704], [-5.988, -6.105, -1.119], [4.061, -4.210, 1.477], [3.476, -2.956, 1.296], [4.273, -1.759, 1.164], [3.797, -0.687, 1.057], [5.670, -1.927, 1.372], [6.393, -3.365, 1.659], [5.500, -4.495, 1.587], [5.975, -5.626, 1.677], [7.678, -3.470, 2.059], [2.056, -2.881, 1.259], [3.424, -5.126, 1.533], [6.261, -1.080, 1.509], [8.180, -2.812, 1.701], [2.013, -1.886, 1.412], [1.196, -1.900, -6.936], [0.163, -0.832, -7.112], [-0.289, 0.009, -6.098], [-1.096, 0.950, -6.365], [0.245, -0.169, -4.802], [1.199, -1.358, -4.510], [1.800, -2.090, -5.631], [2.742, -2.897, -5.413], [1.529, -1.564, -3.144], [-0.192, -0.521, -8.394], [1.466, -2.483, -7.732], [-0.069, 0.413, -4.197], [1.058, -1.086, -2.612], [-0.894, 0.278, -8.476], [5.317, 1.801, -1.291], [4.040, 2.202, -1.882], [3.849, 3.225, -2.540], [2.815, 1.226, -1.636], [5.563, 0.715, -1.528], [5.301, 1.528, -0.142], [6.055, 2.387, -1.720], [2.210, 1.556, -2.383], [2.327, 1.461, -0.742], [3.182, 0.128, -1.706], [1.173, 4.568, 1.159], [1.824, 5.949, 0.919], [1.282, 6.973, 0.617], [3.353, 5.911, 1.002], [1.606, 4.182, 2.195], [1.668, 3.850, 0.494], [0.073, 4.671, 0.998], [3.868, 5.681, 1.989], [3.776, 6.872, 0.561], [3.726, 5.189, 0.391]], "forces_ev_per_a": [[-1.07, 2.88, -2.41], [3.84, -3.18, 3.77], [-0.17, 1.52, 0.17], [0.05, -0.59, -2.20], [-2.86, -0.70, 0.70], [-1.21, 0.39, 6.32], [-0.23, 0.42, -5.37], [0.58, -0.34, -2.38], [-1.13, 0.05, 1.15], [4.05, -1.08, -3.25], [-0.41, 1.33, 7.22], [-0.61, -1.46, -5.80], [-0.19, 0.75, 3.25], [-2.03, -0.78, -2.62], [2.31, 0.19, 0.37], [0.58, -0.18, 0.03], [-0.96, -0.42, -2.25], [-0.08, 1.17, 3.34], [-0.50, -0.24, -0.15], [0.78, -2.99, -2.16], [-2.94, -1.51, 5.57], [0.83, 2.52, 4.50], [0.09, -0.68, -5.28], [0.33, 1.01, 1.77], [3.48, 2.83, -0.93], [-2.32, -1.77, 1.77], [0.74, 0.16, -2.74], [-7.27, -4.92, 4.42], [0.46, 0.50, -4.19], [1.21, 2.30, -1.70], [-0.65, -0.70, 0.01], [5.51, 2.90, -5.86], [-0.08, 0.52, 4.77], [-1.55, 0.78, -0.47], [-2.53, -5.28, 0.32], [1.62, -2.05, 0.77], [-1.84, 3.34, -0.55], [4.53, -7.38, 1.29], [-2.23, 8.43, -0.89], [-0.15, -1.72, 0.34], [-0.68, 0.68, -0.13], [-3.35, -3.34, 0.73], [4.03, 2.17, 0.54], [0.52, 1.07, -0.04], [0.93, 1.32, 0.00], [2.04, 3.05, -1.36], [-1.31, -1.01, -0.68], [-4.46, 5.22, 1.54], [4.53, -4.78, -4.41], [-1.98, 3.64, 1.85], [1.34, -1.89, 0.10], [7.25, -11.85, -6.34], [-4.09, 6.40, 3.76], [1.85, -2.96, 0.33], [-2.01, 1.94, -0.61], [4.73, -5.29, -9.41], [-1.73, 1.34, 0.52], [0.81, -1.20, -1.85], [-3.64, 6.97, 8.46], [-4.95, 5.04, 5.09], [2.25, -2.50, 1.26], [0.06, -3.61, 2.16], [-3.01, -0.21, 0.06], [0.93, -1.29, 0.93], [4.44, -0.97, -0.24], [-0.50, 1.10, -0.62], [-0.13, 1.69, -1.91], [1.89, 1.32, 0.10], [-2.18, 0.10, -2.32], [-0.53, 0.01, 1.69], [-0.99, 1.87, 0.19], [0.99, 0.68, 1.30], [1.35, -1.47, 0.47], [-0.87, 0.21, -0.02], [0.61, 3.00, 1.59], [-1.60, 0.89, -1.74], [-0.54, 0.18, -0.27], [0.96, -0.64, 0.56], [-1.13, 0.51, -0.82], [-0.63, -0.98, 0.91], [0.83, -2.45, -2.00]], "lowdin_charge": [-1.524, 0.264, 0.109, 0.132, 0.184, 0.083, -0.137, -0.432, 0.084, 0.093, -0.167, -0.340, 0.047, 0.081, 0.069, 0.118, 0.139, 0.215, 0.115, 0.094, -0.246, -0.416, 0.165, 0.105, -0.124, -0.342, 0.096, 0.113, 0.010, 0.164, 0.148, -0.029, 0.242, 0.075, -0.168, -0.454, 0.154, 0.137, -0.094, -0.378, 0.110, 0.133, 0.064, 0.143, 0.075, 0.069, 0.104, 0.107, -0.179, -0.381, 0.066, 0.145, 0.003, -0.346, 0.082, 0.133, 0.036, 0.082, 0.009, -0.037, 0.194, -0.046, -0.469, 0.041, 0.005, 0.099, 0.128, 0.046, 0.038, 0.046, 0.117, -0.019, -0.503, 0.064, -0.042, 0.129, 0.063, 0.091, 0.100, 0.100, 0.015]}